[1]
42
Properties=species:S:1:pos:R:3:forces:R:3 method="wB97M-V/def2-TZVPD" fmax_ev_per_a=0.81 homo_ev=-10.16 smiles="C[C@H](F)CC(=O)O[C@@H](CCF)CB(O)O.CCCC#N" multiplicity=1 homo_lumo_gap_ev=10.723 lumo_ha=0.02051
C -1.571 -3.232 -3.556 -0.052 0.088 0.160
C -1.306 -4.209 -2.414 0.024 -0.065 -0.126
F -2.514 -4.655 -1.888 0.008 -0.046 0.089
C -0.424 -3.628 -1.319 0.110 0.053 -0.208
C -1.040 -2.434 -0.607 -0.022 -0.047 0.047
O -2.192 -2.336 -0.317 0.026 0.101 -0.113
O -0.164 -1.404 -0.384 -0.105 -0.071 0.174
C 0.916 -1.701 0.513 0.284 -0.012 0.317
C 2.181 -0.905 0.130 0.077 -0.138 -0.210
C 2.136 -0.119 -1.171 0.081 0.220 0.046
F 2.995 -0.688 -2.126 -0.104 -0.114 0.048
C 0.471 -1.411 1.950 -0.243 0.214 -0.378
B -0.014 0.076 2.242 0.341 0.159 0.085
O 0.596 0.839 3.219 0.038 0.074 -0.274
O -1.074 0.626 1.585 -0.562 -0.535 0.248
H -2.629 -3.259 -3.806 0.018 -0.050 -0.068
H -0.989 -3.496 -4.437 -0.003 0.025 -0.021
H -1.320 -2.209 -3.274 -0.045 0.027 -0.019
H -0.808 -5.102 -2.799 0.005 -0.014 -0.007
H -0.143 -4.407 -0.610 -0.126 0.030 0.097
H 0.488 -3.280 -1.810 0.090 -0.123 0.070
H 1.152 -2.767 0.453 -0.062 -0.006 -0.186
H 3.012 -1.607 0.038 0.034 0.035 0.016
H 2.465 -0.218 0.930 -0.190 0.014 0.067
H 2.470 0.894 -0.978 0.147 0.003 -0.221
H 1.141 -0.081 -1.604 -0.021 -0.063 -0.023
H 1.269 -1.701 2.639 0.066 -0.030 -0.042
H -0.389 -2.054 2.168 0.030 -0.032 0.071
H 1.518 0.584 3.315 -0.066 -0.091 0.383
H -1.588 1.217 2.144 0.246 0.364 -0.159
C -1.038 4.239 2.217 0.038 0.009 0.020
C -0.532 5.175 1.126 -0.056 -0.034 0.084
C -0.204 4.439 -0.179 -0.056 0.055 0.071
C 0.842 3.441 0.025 0.112 -0.097 -0.001
N 1.673 2.672 0.217 -0.036 0.099 0.103
H -0.283 3.497 2.488 0.000 -0.011 -0.024
H -1.291 4.799 3.117 -0.017 -0.007 -0.001
H -1.934 3.708 1.887 -0.017 0.017 -0.007
H 0.358 5.702 1.474 0.010 0.007 -0.024
H -1.286 5.933 0.909 0.017 0.004 -0.052
H 0.138 5.134 -0.946 -0.021 -0.004 -0.016
H -1.089 3.927 -0.561 0.003 -0.007 -0.014

=====

[2]
45
Properties=species:S:1:pos:R:3:forces:R:3 method="wB97M-V/def2-TZVPD" fmax_ev_per_a=1.41 homo_ev=-9.72 smiles="CCOC(=O)CCCN(CCC(F)(F)F)C(=O)OB(O)N(C)C" multiplicity=1 homo_lumo_gap_ev=9.991 lumo_ha=0.01000
C 2.620 -3.215 0.516 -0.374 0.192 -0.133
C 1.095 -3.138 0.530 0.527 -0.601 0.463
O 0.625 -3.185 -0.820 -0.206 0.743 -0.133
C -0.716 -3.346 -0.983 -0.429 -0.799 0.422
O -1.366 -4.102 -0.303 0.328 0.561 -0.090
C -1.285 -2.545 -2.118 0.322 -0.125 -0.583
C -0.813 -1.088 -2.204 -0.252 0.002 0.133
C -0.657 -0.392 -0.842 0.019 0.075 -0.435
N -1.392 0.893 -0.763 0.154 0.106 0.773
C -2.203 0.989 0.472 0.100 0.265 -0.420
C -2.991 2.301 0.500 -0.177 -0.270 0.141
C -4.288 2.143 1.260 -0.098 0.076 0.086
F -4.708 3.314 1.776 -0.008 -0.002 -0.103
F -4.179 1.285 2.297 0.046 0.041 -0.025
F -5.285 1.679 0.480 0.081 -0.059 0.017
C -0.481 1.964 -0.937 -0.129 0.351 -0.693
O -0.138 2.353 -2.020 -0.057 -0.288 0.520
O -0.022 2.536 0.218 0.179 -0.267 -0.329
B 1.067 1.975 0.920 0.033 0.466 0.157
O 0.758 1.213 2.040 -0.370 0.053 -0.315
N 2.422 2.269 0.533 -0.192 -1.321 0.455
C 2.816 1.671 -0.753 0.214 0.608 -0.236
C 3.398 1.863 1.556 0.228 0.183 -0.393
H 3.031 -2.604 1.321 0.060 -0.156 0.043
H 2.981 -2.810 -0.430 0.106 -0.021 0.026
H 2.958 -4.244 0.624 0.104 0.056 -0.066
H 0.765 -2.213 1.011 -0.140 0.067 -0.219
H 0.683 -3.969 1.102 -0.141 0.052 -0.071
H -2.368 -2.641 -2.089 0.032 0.041 0.196
H -0.959 -3.052 -3.034 -0.098 -0.028 0.028
H -1.561 -0.520 -2.758 0.095 -0.040 -0.083
H 0.117 -1.033 -2.767 0.030 0.036 0.056
H 0.416 -0.235 -0.666 -0.033 -0.002 0.150
H -1.016 -1.018 -0.023 -0.085 -0.038 -0.035
H -1.570 0.928 1.357 -0.134 -0.188 0.145
H -2.905 0.157 0.441 0.108 -0.088 0.048
H -3.249 2.591 -0.520 0.028 0.147 0.066
H -2.435 3.095 0.992 0.103 0.029 -0.145
H 0.992 0.284 1.930 0.304 0.145 0.328
H 2.183 2.016 -1.568 -0.088 -0.022 0.065
H 3.841 1.971 -0.984 -0.040 0.004 -0.012
H 2.806 0.572 -0.710 -0.029 0.018 -0.015
H 3.501 0.771 1.615 -0.057 0.008 0.133
H 4.379 2.250 1.270 -0.041 0.059 0.066
H 3.132 2.267 2.529 -0.026 -0.069 0.017

=====

[3]
45
Properties=species:S:1:pos:R:3:forces:R:3 method="wB97M-V/def2-TZVPD" fmax_ev_per_a=0.92 homo_ev="-15.96 / -16.01" e_above_lowest_ev=0.000 multiplicity=3 homo_lumo_gap_ev="8.331 / 9.114" charge=+2 lumo_ha="-0.28022 / -0.25339"
V -0.005 0.691 0.218 -0.847 -0.329 0.111
C -0.709 2.829 2.527 -0.098 0.090 0.202
O -0.833 1.546 1.867 0.256 -0.052 0.289
C -1.664 0.541 2.518 0.155 -0.258 -0.406
C -2.850 0.398 1.616 -0.004 -0.151 0.083
O -2.217 -0.135 0.434 0.216 0.071 -0.232
C -3.081 -0.055 -0.715 -0.345 -0.046 -0.016
H -0.266 2.693 3.512 0.041 -0.046 -0.006
H -1.694 3.284 2.618 -0.016 -0.046 -0.025
H -0.076 3.459 1.911 0.024 -0.049 -0.055
H -1.774 0.694 3.587 -0.266 0.486 -0.046
H -1.152 -0.417 2.390 0.296 0.035 0.356
H -3.326 1.354 1.396 -0.013 0.020 -0.055
H -3.593 -0.306 1.991 -0.005 -0.054 0.038
H -3.968 -0.663 -0.542 -0.002 -0.022 0.066
H -2.542 -0.434 -1.575 -0.105 0.113 -0.005
H -3.363 0.979 -0.909 0.001 -0.036 0.004
C 1.698 -2.017 2.030 0.052 0.059 -0.027
S 1.510 -0.225 2.098 0.069 -0.075 -0.005
C 3.218 0.319 1.876 -0.045 0.035 0.112
H 2.146 -2.321 1.087 0.002 -0.021 -0.001
H 0.713 -2.465 2.139 -0.016 0.007 0.008
H 2.323 -2.316 2.868 -0.004 -0.040 -0.009
H 3.775 0.023 2.762 0.033 -0.014 -0.016
H 3.216 1.406 1.815 0.038 -0.010 0.009
H 3.670 -0.112 0.988 -0.011 -0.011 -0.022
C 0.037 -3.513 -3.274 -0.004 0.012 -0.046
N 0.570 -2.470 -2.392 0.066 -0.161 -0.162
C 1.903 -2.151 -2.251 -0.025 -0.053 0.021
C 1.963 -1.142 -1.351 -0.131 0.172 0.003
N 0.675 -0.830 -0.944 0.154 -0.251 -0.102
C -0.131 -1.663 -1.604 0.147 0.062 0.157
H 0.496 -4.467 -3.030 0.004 -0.002 0.046
H 0.250 -3.262 -4.310 0.016 0.038 0.009
H -1.039 -3.584 -3.138 0.000 0.022 0.045
H 2.677 -2.662 -2.796 -0.026 -0.012 -0.006
H 2.824 -0.602 -1.002 0.017 0.028 0.002
H -1.202 -1.688 -1.514 0.075 -0.156 -0.025
Cl 1.605 2.389 -0.356 0.307 0.084 0.014
C 0.793 2.929 -1.998 0.046 -0.260 -0.105
Cl 1.424 1.891 -3.257 -0.080 0.057 0.134
Cl 1.165 4.573 -2.242 -0.004 0.175 0.009
C -0.723 2.631 -1.762 0.731 0.201 -0.101
O -1.537 3.417 -2.107 -0.312 -0.263 0.087
O -0.905 1.452 -1.180 -0.386 0.651 -0.330

=====

[4]
42
Properties=species:S:1:pos:R:3:forces:R:3 method="wB97M-V/def2-TZVPD" fmax_ev_per_a=2.64 homo_ev="-4.98 / -4.95" multiplicity=5 homo_lumo_gap_ev="6.401 / 6.388" charge=-1 lumo_ha="0.05239 / 0.05269"
Tl 1.590 -1.012 -1.806 -0.515 2.404 -0.951
Cl 2.911 0.054 0.741 -1.067 0.332 0.426
C 0.938 1.251 -2.027 0.281 -1.350 0.382
H 0.024 1.029 -2.588 0.284 0.641 -0.049
H 1.750 1.765 -2.558 -0.482 -0.014 0.017
H 0.744 1.628 -1.012 0.171 -0.203 -0.552
Pm 4.620 -0.866 -0.818 1.223 -0.495 0.524
C 6.183 0.943 -0.954 0.394 0.196 -0.203
C 5.195 -2.533 0.839 0.166 0.101 -0.193
C 3.665 -1.743 -2.937 -1.411 -1.351 -1.126
H 4.353 -3.246 0.929 0.410 0.079 0.023
H 6.022 -2.987 0.259 -0.058 -0.365 0.285
H 5.573 -2.261 1.838 -0.151 -0.151 -0.310
H 5.733 1.693 -1.632 0.259 -0.047 0.159
H 6.532 1.450 -0.040 -0.111 -0.083 -0.251
H 7.067 0.514 -1.460 0.014 0.269 -0.010
H 3.630 -1.314 -3.978 -0.401 0.725 0.897
H 3.276 -2.742 -3.279 0.628 0.081 0.861
C -3.257 2.587 -0.102 0.045 -0.159 0.120
C -3.485 1.656 1.075 -0.290 -0.664 0.801
C -3.007 0.170 0.942 0.221 0.514 -0.248
C -3.417 -0.653 2.200 -0.005 -0.259 -0.360
C -3.016 -0.050 3.532 0.158 0.063 0.139
C -3.699 -0.467 -0.258 -0.349 0.205 -0.149
O -4.915 -0.528 -0.397 0.734 0.003 0.246
N -2.865 -0.967 -1.225 -0.483 -0.295 -0.465
C -1.473 -0.910 -1.285 -0.005 0.588 1.134
O -0.959 -1.352 -2.331 0.537 -0.266 0.400
N -0.800 -0.390 -0.243 -0.174 -1.182 -1.521
C -1.456 0.141 0.810 1.215 0.734 1.739
O -0.777 0.622 1.740 -1.327 -0.348 -1.121
H -2.184 2.701 -0.301 -0.229 0.011 -0.102
H -3.677 3.569 0.167 0.170 -0.253 -0.322
H -3.769 2.195 -0.990 0.161 0.257 0.043
H -3.018 2.062 1.978 0.190 -0.090 -0.221
H -4.553 1.608 1.320 0.018 -0.022 -0.214
H -4.504 -0.819 2.177 0.228 0.061 -0.179
H -2.938 -1.638 2.102 -0.134 0.103 -0.011
H -3.690 0.756 3.823 0.022 0.040 0.031
H -3.059 -0.823 4.301 -0.040 0.055 0.065
H -1.995 0.334 3.468 -0.163 -0.045 0.155
H -3.291 -1.427 -2.020 -0.133 0.182 0.112

=====

[5]
54
Properties=species:S:1:pos:R:3:forces:R:3 method="wB97M-V/def2-TZVPD" fmax_ev_per_a=5.81 homo_ev=-10.90 e_above_lowest_ev=2.255 multiplicity=1 homo_lumo_gap_ev=10.913 lumo_ha=0.00054
K -0.172 -0.603 -0.398 -0.230 -0.177 0.188
P -1.128 -3.481 2.464 -0.959 -1.194 -1.392
F 0.053 -3.727 3.533 0.674 -0.969 -1.223
F -0.386 -4.249 1.208 0.378 0.230 1.272
F -1.977 -4.854 2.817 1.330 0.716 0.014
F -2.312 -3.113 1.398 -0.189 0.252 0.573
F -1.826 -2.757 3.680 -1.697 1.184 0.423
F -0.440 -2.051 1.985 0.542 -0.172 0.236
C -3.436 0.571 3.898 -0.111 -1.126 1.479
C -1.955 0.262 3.834 -0.242 0.969 0.946
O -1.742 0.504 2.460 1.159 -0.724 -1.161
C -2.867 0.187 1.764 2.001 -1.351 -4.232
O -2.806 -0.184 0.540 -0.865 1.969 5.400
O -3.901 0.356 2.556 -0.988 -0.126 -0.153
H -3.666 1.551 4.315 -0.188 0.124 -0.666
H -3.857 -0.195 4.549 -0.634 0.189 -0.203
H -1.692 -0.721 4.224 -0.112 -0.252 -0.965
H -1.389 0.943 4.470 0.124 0.410 -0.482
C -3.872 2.671 -0.557 -1.155 -0.268 0.742
O -2.683 3.376 -0.786 1.241 -0.363 -0.607
C -1.696 2.761 -1.410 1.512 -2.894 -1.018
O -1.524 1.502 -1.612 -0.641 5.212 0.700
O -0.867 3.766 -1.807 -0.170 -0.923 0.200
C 0.326 3.432 -2.515 0.273 -1.427 -0.111
H -3.791 1.593 -0.692 0.145 0.186 -0.215
H -4.625 3.142 -1.189 -0.118 -0.317 -0.024
H -4.124 2.871 0.484 -0.187 -0.113 -0.018
H 0.174 2.527 -3.103 -0.436 0.281 -0.559
H 1.125 3.060 -1.873 -0.044 0.687 0.564
H 0.658 4.274 -3.122 -0.313 -0.046 0.239
C 2.153 -1.979 -4.778 0.539 2.273 -0.963
O 2.341 -3.141 -4.003 -0.511 -0.643 0.625
C 1.809 -3.189 -2.774 -1.580 3.580 2.109
O 1.320 -2.125 -2.212 1.621 -4.297 -1.873
O 1.891 -4.410 -2.238 0.489 1.410 -2.579
C 1.179 -4.700 -1.058 -0.666 0.064 0.912
H 2.811 -1.135 -4.569 0.814 -0.403 0.911
H 1.233 -1.396 -4.744 -0.788 -1.192 0.400
H 2.409 -2.138 -5.826 -0.297 -0.944 0.166
H 1.154 -5.785 -0.954 0.553 0.150 0.106
H 0.126 -4.430 -1.132 0.194 0.486 0.012
H 1.688 -4.182 -0.245 -0.427 -0.317 0.227
C 3.727 1.861 -2.004 -1.479 -0.229 -1.454
O 3.566 2.497 -0.752 -0.731 -0.240 2.134
C 2.608 2.167 0.234 1.473 -1.402 -1.022
O 1.681 1.401 0.126 0.355 0.448 -0.461
O 2.999 2.755 1.333 1.668 1.581 -0.672
C 2.707 2.404 2.659 -1.987 -0.447 0.643
H 3.250 0.895 -2.168 -0.390 -0.123 0.829
H 4.745 1.684 -2.353 0.361 0.559 0.972
H 3.255 2.517 -2.735 0.130 0.069 -0.225
H 2.039 1.543 2.626 0.256 -0.270 0.359
H 2.138 3.200 3.138 -0.090 0.221 -0.305
H 3.567 2.272 3.315 0.394 -0.300 -0.795

=====

[6]
47
Properties=species:S:1:pos:R:3:forces:R:3 method="wB97M-V/def2-TZVPD" fmax_ev_per_a=0.89 homo_ev=-11.62 multiplicity=1 homo_lumo_gap_ev=9.098 charge=+1 lumo_ha=-0.09280
In 0.162 -0.525 0.733 -0.550 -0.469 0.257
C -2.022 0.255 -2.116 -0.170 -0.024 -0.019
C -1.123 -0.934 -2.398 0.124 -0.139 0.052
O -0.837 -1.683 -1.213 0.061 0.060 0.083
C -1.836 -2.603 -0.761 0.159 -0.004 -0.083
C -2.688 -1.977 0.314 -0.043 0.036 0.106
O -1.797 -1.513 1.335 -0.354 -0.059 -0.031
C -2.460 -0.871 2.448 0.129 -0.153 -0.070
C -2.668 0.592 2.130 0.080 0.069 -0.034
O -1.425 1.123 1.650 -0.013 0.001 -0.073
C -1.583 2.321 0.882 0.028 -0.025 0.174
C -2.185 2.008 -0.480 -0.112 0.028 0.030
O -1.542 0.827 -0.917 0.040 0.005 -0.012
H -3.073 -0.037 -1.997 0.021 -0.003 0.015
H -1.969 0.968 -2.945 0.041 -0.015 -0.015
H -0.152 -0.592 -2.749 -0.001 0.032 -0.011
H -1.554 -1.602 -3.146 -0.052 0.086 -0.046
H -1.291 -3.454 -0.352 -0.023 0.011 0.036
H -2.443 -2.945 -1.600 -0.049 0.026 0.015
H -3.358 -2.725 0.741 0.006 -0.012 -0.003
H -3.283 -1.139 -0.059 -0.014 -0.025 -0.061
H -1.804 -1.018 3.298 0.029 0.073 0.018
H -3.409 -1.378 2.626 -0.033 0.077 0.029
H -2.973 1.147 3.019 -0.018 -0.067 0.035
H -3.439 0.716 1.366 -0.004 -0.003 -0.011
H -0.579 2.732 0.781 -0.038 -0.018 -0.042
H -2.192 3.033 1.441 -0.041 0.038 -0.086
H -2.006 2.836 -1.173 0.039 0.015 0.017
H -3.268 1.847 -0.435 0.013 -0.016 0.023
O 2.766 -0.540 2.835 0.185 0.060 -0.031
S 1.681 -1.507 2.970 -0.868 0.094 -0.191
O 0.348 -0.752 2.906 0.744 0.098 0.017
O 1.763 -2.411 4.063 -0.025 -0.078 0.084
S 1.548 -2.500 1.129 0.203 -0.137 -0.047
C 3.536 1.899 -2.654 0.035 -0.019 0.038
N 3.854 1.152 -1.446 0.076 -0.015 0.047
C 5.115 0.720 -1.080 0.005 -0.055 -0.008
C 4.978 0.052 0.086 0.057 -0.059 0.119
N 3.647 0.087 0.423 -0.304 0.239 0.163
C 2.977 0.763 -0.506 -0.188 -0.036 -0.167
S 1.276 1.131 -0.642 0.438 0.279 -0.101
H 4.461 2.060 -3.199 -0.013 0.012 -0.020
H 3.100 2.861 -2.395 -0.030 -0.003 -0.026
H 2.846 1.329 -3.273 -0.022 0.032 0.002
H 5.977 0.929 -1.687 0.011 -0.025 0.032
H 5.700 -0.440 0.713 0.021 0.020 -0.029
H 3.222 -0.243 1.333 0.419 0.071 -0.171